1.
Formula: C18H29N6O6Ti
Source: the OMol25 dataset
Level of theory: ωB97M-V/def2-TZVPD

Its energy relative to the best compared isomer or geometry (same formula, charge and spin) is 0.0 kcal per mole. The value obtained for the total energy is -63480.98273 eV. As for the HOMO-LUMO gap (spin up / spin down): 5.55 / 5.59 eV. For the lowest unoccupied orbital energy (spin up / spin down), the calculation gives 0.1777 / 0.1777 Ha. Its charge is -2. The multiplicity is 2. As for the HOMO energy (spin up / spin down): -0.71 / -0.75 eV.

Structure (XYZ):
```
60
C18H29N6O6Ti, DFT ωB97M-V/def2-TZVPD
Ti -0.40974 0.06108 -1.12013
O 1.56666 2.32714 -3.17316
O -0.45517 0.79235 0.53789
O 0.02906 -1.55896 -2.42415
O 1.54320 0.75352 -1.57486
O -0.63022 -3.61360 -3.03584
O -4.02533 -0.37450 -3.28684
N -1.20832 1.59492 -2.52514
N 1.45769 -3.29483 2.30502
N 0.55165 -1.76086 0.44067
N -1.71639 1.97714 0.31173
N 2.38867 2.22049 0.98344
N -2.29834 -0.72103 -1.77705
C -2.24985 -2.13781 -2.05429
C -1.17462 3.18728 0.70304
C 3.43616 2.01901 -0.00934
C -3.07757 0.00531 -2.57800
C -2.74654 1.55553 1.13346
C 3.13476 2.52615 -1.41237
C -1.15375 3.57944 2.02280
C -0.51605 -2.07601 1.40276
C 1.52587 -3.96089 1.00089
C -2.67140 1.48115 -2.62021
C -0.83953 -2.48838 -2.57020
C 1.05823 -3.01379 -0.13544
C 0.06246 -2.92140 2.56752
C 2.25093 -2.06369 2.21817
C 1.97789 1.81027 -2.12147
C 1.64767 -1.09946 1.16863
C -1.91888 2.87510 2.96131
C -2.78625 1.89371 2.46614
H 0.27871 -3.48291 -0.72928
H -3.53576 1.44392 3.11062
H 0.89678 -4.85458 1.04637
H -2.42673 -2.73980 -1.15440
H 2.10840 3.19592 1.00983
H 2.55667 -4.29328 0.84670
H 1.53663 1.71224 0.72749
H -0.72586 1.48462 -3.41162
H 3.63986 0.94902 -0.06741
H -0.66742 3.74334 -0.08114
H 1.85983 -2.75895 -0.82900
H 1.23066 -0.20861 1.63181
H -1.29555 -2.62124 0.86612
H -3.09434 1.99289 -1.75561
H -2.98678 -2.44804 -2.79717
H 2.27241 -1.59832 3.20717
H -0.93559 -1.12915 1.74243
H 4.02285 2.41569 -2.04694
H -0.91716 2.49504 -2.16286
H -1.91411 3.14279 4.01185
H -3.42732 0.83731 0.68864
H -0.60050 4.46802 2.31154
H 2.38109 -0.77713 0.43055
H -3.07643 1.91747 -3.53492
H 4.36027 2.49494 0.34525
H -0.51392 -3.83915 2.71811
H 2.89976 3.59329 -1.40155
H 0.04363 -2.36180 3.50648
H 3.27694 -2.34795 1.96594
```

For reference, the natural (NBO) charges in units of e are: 1.701, -0.738, -1.005, -0.795, -0.795, -0.735, -0.737, -0.849, -0.436, -0.440, -0.302, -0.862, -0.759, -0.345, -0.115, -0.207, 0.640, -0.085, -0.522, -0.237, -0.266, -0.248, -0.307, 0.786, -0.254, -0.248, -0.249, 0.799, -0.262, -0.350, -0.253, 0.229, 0.183, 0.183, 0.180, 0.337, 0.182, 0.413, 0.405, 0.189, 0.165, 0.216, 0.256, 0.195, 0.230, 0.222, 0.188, 0.261, 0.201, 0.393, 0.180, 0.188, 0.181, 0.212, 0.182, 0.155, 0.181, 0.200, 0.188, 0.179

2.
Formula: C12H16BNO
Source: the OMol25 dataset
Level of theory: ωB97M-V/def2-TZVPD

Its energy relative to the best compared isomer or geometry (same formula, charge and spin) is 77.8 kcal per mole. The value obtained for the total energy is -16914.63718 eV. As for the HOMO-LUMO gap (spin up / spin down): 6.46 / 8.35 eV. For the lowest unoccupied orbital energy (spin up / spin down), the calculation gives -0.0449 / -0.0321 Ha. Its charge is 0. As for the HOMO energy (spin up / spin down): -7.68 / -9.22 eV.

Structure (XYZ):
```
31
C12H16BNO, DFT ωB97M-V/def2-TZVPD
O 1.47752 2.26021 -0.08560
N 0.09789 2.10946 1.76306
C 2.36947 -1.19872 -1.00428
C 0.25982 0.12327 0.13699
C -1.69404 -1.32049 0.30401
C -3.39515 0.42113 -1.00384
C -2.07487 0.77848 -0.76839
C 1.07466 1.02992 -0.65841
C 2.10376 -1.51794 0.47347
C -1.16662 -0.12871 -0.12381
C -3.03423 -1.64288 0.19030
C 2.43096 0.36977 -0.97248
C -3.93433 -0.76597 -0.46193
C 1.02400 -0.67079 1.14648
B 0.80222 2.81681 0.93379
H -4.91270 -1.04457 -0.65298
H 3.04833 0.62114 -0.16508
H -0.97907 -2.00374 0.58857
H 2.93720 0.63405 -1.92807
H 0.51262 1.28043 -1.56739
H 0.25737 -1.17591 1.83486
H 2.98143 -1.47654 1.14842
H 1.97090 -2.56756 0.54134
H 3.23640 -1.53227 -1.39844
H 1.48390 -1.34956 -1.57539
H -1.67428 1.70121 -1.07526
H 1.50604 -0.12859 1.89536
H -0.39731 2.08100 2.62349
H -4.07645 0.88075 -1.68097
H -3.39726 -2.61362 0.40516
H 1.16183 4.03024 1.13702
```

For reference, the natural (NBO) charges in units of e are: -0.678, -0.825, -0.393, 0.252, -0.212, -0.213, -0.189, -0.023, -0.410, -0.029, -0.204, -0.380, -0.179, -0.517, 0.701, 0.208, 0.207, 0.207, 0.215, 0.182, 0.225, 0.209, 0.207, 0.214, 0.193, 0.215, 0.253, 0.389, 0.217, 0.212, -0.053

3.
Formula: C5H16NOS
Source: the OMol25 dataset
Level of theory: ωB97M-V/def2-TZVPD

Its energy relative to the best compared isomer or geometry (same formula, charge and spin) is 7.7 kcal per mole. The value obtained for the total energy is -19811.00337 eV. As for the HOMO-LUMO gap: 9.14 eV. For the lowest unoccupied orbital energy, the calculation gives -0.1145 Ha. Its charge is +1. As for the HOMO energy: -12.25 eV.

Structure (XYZ):
```
24
C5H16NOS, DFT ωB97M-V/def2-TZVPD
S 0.12585 1.29077 -1.17110
O 1.39407 -2.37583 -1.47952
N -1.11075 -1.72519 0.22537
C 0.83598 -1.02406 1.58090
C 1.44687 2.04819 -0.18415
C -1.34185 1.19897 -0.12642
C -0.65169 -0.83980 1.37371
C -1.15077 0.58522 1.26648
H -0.54126 1.20951 1.90031
H 1.38253 -0.48219 0.82144
H -1.86559 -1.24512 -0.26334
H -2.00212 0.58814 -0.73754
H 1.08139 -0.60515 2.55062
H -1.82197 2.15462 0.07051
H 1.32832 -3.04259 -2.18018
H 1.14145 -2.04147 1.82840
H 2.32020 1.47023 -0.46840
H 1.31582 1.84531 0.87898
H 1.90018 -1.73361 -2.00349
H 1.56254 3.09350 -0.38030
H -2.09982 0.76775 1.76471
H -1.14155 -1.29664 2.23596
H -0.38518 -1.75740 -0.51187
H -1.38382 -2.66237 0.50428
```

For reference, the natural (NBO) charges in units of e are: 0.179, -0.959, -0.699, -0.647, -0.741, -0.532, -0.041, -0.453, 0.246, 0.232, 0.431, 0.199, 0.245, 0.244, 0.486, 0.244, 0.235, 0.218, 0.489, 0.241, 0.240, 0.222, 0.476, 0.444

Question: Which value of charge does entry 1 give?
Answer: -2

Question: Which value of energy relative to the best compared isomer or geometry (same formula, charge and spin) does entry 3 give?
Answer: 7.7 kcal per mole

Question: Which of these has the highest energy relative to the best compared isomer or geometry (same formula, charge and spin)?
Answer: C12H16BNO

Repeat the second record exactly.
Formula: C12H16BNO
Source: the OMol25 dataset
Level of theory: ωB97M-V/def2-TZVPD

Its energy relative to the best compared isomer or geometry (same formula, charge and spin) is 77.8 kcal per mole. The value obtained for the total energy is -16914.63718 eV. As for the HOMO-LUMO gap (spin up / spin down): 6.46 / 8.35 eV. For the lowest unoccupied orbital energy (spin up / spin down), the calculation gives -0.0449 / -0.0321 Ha. Its charge is 0. As for the HOMO energy (spin up / spin down): -7.68 / -9.22 eV.

Structure (XYZ):
```
31
C12H16BNO, DFT ωB97M-V/def2-TZVPD
O 1.47752 2.26021 -0.08560
N 0.09789 2.10946 1.76306
C 2.36947 -1.19872 -1.00428
C 0.25982 0.12327 0.13699
C -1.69404 -1.32049 0.30401
C -3.39515 0.42113 -1.00384
C -2.07487 0.77848 -0.76839
C 1.07466 1.02992 -0.65841
C 2.10376 -1.51794 0.47347
C -1.16662 -0.12871 -0.12381
C -3.03423 -1.64288 0.19030
C 2.43096 0.36977 -0.97248
C -3.93433 -0.76597 -0.46193
C 1.02400 -0.67079 1.14648
B 0.80222 2.81681 0.93379
H -4.91270 -1.04457 -0.65298
H 3.04833 0.62114 -0.16508
H -0.97907 -2.00374 0.58857
H 2.93720 0.63405 -1.92807
H 0.51262 1.28043 -1.56739
H 0.25737 -1.17591 1.83486
H 2.98143 -1.47654 1.14842
H 1.97090 -2.56756 0.54134
H 3.23640 -1.53227 -1.39844
H 1.48390 -1.34956 -1.57539
H -1.67428 1.70121 -1.07526
H 1.50604 -0.12859 1.89536
H -0.39731 2.08100 2.62349
H -4.07645 0.88075 -1.68097
H -3.39726 -2.61362 0.40516
H 1.16183 4.03024 1.13702
```

For reference, the natural (NBO) charges in units of e are: -0.678, -0.825, -0.393, 0.252, -0.212, -0.213, -0.189, -0.023, -0.410, -0.029, -0.204, -0.380, -0.179, -0.517, 0.701, 0.208, 0.207, 0.207, 0.215, 0.182, 0.225, 0.209, 0.207, 0.214, 0.193, 0.215, 0.253, 0.389, 0.217, 0.212, -0.053